No. 1
Below is an isolated ion of composition C3H5N2 and charge +1 at a distorted geometry, with properties calculated with wB97M-V/def2-TZVPD.

Structure (XYZ):
```
10
Properties=species:S:1:pos:R:3:lowdin_charge:R:1
C 0.854 0.505 -0.682 -0.02
C 1.215 -0.936 -0.315 0.11
C -0.414 0.003 -0.062 -0.28
N -0.014 -1.337 -0.225 0.14
N -1.047 0.492 0.940 0.24
H 1.100 1.580 -0.492 0.15
H 0.859 0.464 -1.802 0.15
H -0.326 -2.261 -0.157 0.15
H -1.526 0.004 1.715 0.18
H -0.701 1.486 1.080 0.18
```

Results
**Net charge**: +1
**Highest occupied orbital energy**: -14.4697 eV
**LUMO energy**: -4.73 eV
**DFT total energy**: -226.422475 Ha
**Gap between HOMO and LUMO**: 9.738 eV

No. 2
Below is an isolated ion of composition C3H5N2 and charge +1 at a distorted geometry, with properties calculated with wB97M-V/def2-TZVPD.

Structure (XYZ):
```
10
Properties=species:S:1:pos:R:3:lowdin_charge:R:1
C -0.939 -0.830 0.022 0.00
C 0.235 1.112 -0.270 0.13
C -0.190 0.215 0.660 -0.13
N -3.602 0.029 -0.056 0.34
N -2.564 -0.289 0.003 0.11
H -0.984 -0.799 -1.011 0.09
H -1.378 -1.714 0.456 0.13
H 0.633 2.121 -0.046 0.11
H 0.460 0.816 -1.268 0.08
H -0.294 0.258 1.761 0.14
```

Results
**Net charge**: +1
**Highest occupied orbital energy**: -16.0585 eV
**LUMO energy**: -5.45 eV
**DFT total energy**: -226.451546 Ha
**Gap between HOMO and LUMO**: 10.609 eV

No. 3
Below is a 2-piece molecular cluster, C3H5N2 overall at a distorted geometry, with properties calculated with wB97M-V/def2-TZVPD.

Structure (XYZ):
```
10
Properties=species:S:1:pos:R:3:lowdin_charge:R:1
C -0.740 -0.354 0.201 0.09
C 0.519 0.124 0.848 -0.13
C 0.370 0.084 -0.702 -0.15
N 0.811 1.266 0.014 0.14
N 1.411 -0.714 -0.007 0.21
H -1.259 -1.287 0.285 0.09
H -2.490 1.203 -0.255 0.23
H 0.166 2.051 0.071 0.13
H 2.374 -0.362 -0.113 0.20
H 1.352 -1.737 0.008 0.19
```

Results
**Net charge**: +1
**Highest occupied orbital energy (alpha / beta)**: -15.4642 / -15.5837 eV
**LUMO energy (alpha / beta)**: -6.34 / -5.17 eV
**DFT total energy**: -226.212991 Ha
**Gap between HOMO and LUMO (alpha / beta)**: 9.124 / 10.418 eV

No. 4
Below is an isolated ion of composition C3H5N2 and charge +1 at a distorted geometry, with properties calculated with wB97M-V/def2-TZVPD.

Structure (XYZ):
```
10
Properties=species:S:1:pos:R:3:lowdin_charge:R:1
C 0.796 -1.136 -0.301 0.17
C 1.717 -0.235 0.269 0.02
C -0.926 0.227 -0.330 -0.24
N 0.477 0.125 -0.534 -0.01
N -1.215 -0.968 0.269 0.27
H 1.952 -0.034 1.393 0.17
H 2.587 -0.035 -0.354 0.13
H -1.090 1.070 0.313 0.15
H -1.295 0.518 -1.458 0.22
H -1.995 -1.549 0.111 0.11
```

Results
**Net charge**: +1
**2S+1**: 3
**Highest occupied orbital energy (alpha / beta)**: -15.1819 / -16.6115 eV
**LUMO energy (alpha / beta)**: -5.38 / -8.32 eV
**DFT total energy**: -226.243616 Ha
**Gap between HOMO and LUMO (alpha / beta)**: 9.801 / 8.292 eV
**<S²>**: 2.01

No. 5
Below is a 2-piece molecular cluster, C3H5N2O overall at a distorted geometry, with properties calculated with wB97M-V/def2-TZVPD.

Structure (XYZ):
```
11
Properties=species:S:1:pos:R:3:lowdin_charge:R:1
C 1.008 2.657 0.363 -0.35
C -0.597 -0.165 0.216 -0.12
C 0.624 0.153 -0.618 -0.33
N 1.436 3.444 1.068 -0.13
N 0.533 1.458 -1.325 -0.22
O -0.602 1.696 -1.878 -0.17
H -0.845 -1.151 0.364 0.03
H -0.304 0.113 1.269 0.08
H -1.358 0.365 -0.140 0.01
H 1.709 0.079 -0.117 0.13
H 0.616 -0.736 -1.225 0.06
```

Results
**Net charge**: -1
**2S+1**: 3
**Highest occupied orbital energy (alpha / beta)**: -2.2418 / -4.3898 eV
**LUMO energy (alpha / beta)**: 4.16 / 3.89 eV
**DFT total energy**: -301.893997 Ha
**Gap between HOMO and LUMO (alpha / beta)**: 6.397 / 8.282 eV
**<S²>**: 2.01

No. 6
Below is an isolated ion of composition C3H5N2O2 and charge -1 at a distorted geometry, with properties calculated with wB97M-V/def2-TZVPD.

Structure (XYZ):
```
12
Properties=species:S:1:pos:R:3:lowdin_charge:R:1
C 0.628 0.940 -0.282 -0.16
C 0.975 -0.539 -0.044 -0.25
C -1.410 0.211 -0.424 -0.40
N -0.563 1.295 -0.400 0.06
N -0.286 -1.074 0.209 -0.30
O -0.476 -2.179 -0.473 -0.39
O -2.542 0.060 0.376 -0.09
H 1.405 1.506 -0.683 0.07
H 1.486 -1.002 -0.876 0.09
H 1.620 -0.485 0.917 0.12
H -1.744 0.079 -1.488 0.13
H -2.441 -0.967 0.416 0.12
```

Results
**Net charge**: -1
**Highest occupied orbital energy**: -1.3663 eV
**LUMO energy**: 4.33 eV
**DFT total energy**: -377.168203 Ha
**Gap between HOMO and LUMO**: 5.691 eV

No. 7
Below is an isolated ion of composition C3H5N2O2 and charge +1 at a distorted geometry, with properties calculated with wB97M-V/def2-TZVPD.

Structure (XYZ):
```
12
Properties=species:S:1:pos:R:3:lowdin_charge:R:1
C -2.418 0.107 0.662 -0.25
C -0.414 0.181 -0.863 -0.16
C 0.774 -0.594 -0.152 -0.04
N -1.441 0.325 0.017 0.13
N 1.634 0.236 0.676 0.04
O -3.386 0.142 1.324 0.20
O 1.357 0.523 1.813 0.26
H -0.146 1.123 -1.226 0.12
H -0.527 -0.236 -1.855 0.14
H 0.475 -1.427 0.395 0.13
H 1.466 -0.828 -1.077 0.18
H 2.625 0.447 0.286 0.25
```

Results
**Net charge**: +1
**Highest occupied orbital energy (alpha / beta)**: -14.7859 / -14.7860 eV
**LUMO energy (alpha / beta)**: -8.15 / -8.15 eV
**DFT total energy**: -376.885331 Ha
**Gap between HOMO and LUMO (alpha / beta)**: 6.632 / 6.633 eV

No. 8
Below is an isolated ion of composition C3H5N2O2 and charge +1 at a distorted geometry, with properties calculated with wB97M-V/def2-TZVPD.

Structure (XYZ):
```
12
Properties=species:S:1:pos:R:3:lowdin_charge:R:1
C 0.356 0.333 -0.488 -0.06
C 1.212 1.489 -0.887 -0.13
C -1.019 -0.863 0.945 -0.13
N -0.626 0.506 0.621 0.13
N 0.645 -0.936 -0.574 0.14
O 0.872 2.595 -0.603 0.18
O -0.142 -1.739 0.178 0.00
H 2.084 1.143 -1.330 0.12
H -0.883 -1.100 2.142 0.19
H -2.181 -1.138 0.735 0.18
H -1.380 1.191 0.568 0.17
H 1.062 -1.481 -1.307 0.21
```

Results
**Net charge**: +1
**Highest occupied orbital energy**: -14.7807 eV
**LUMO energy**: -6.33 eV
**DFT total energy**: -376.906553 Ha
**Gap between HOMO and LUMO**: 8.447 eV